# 1
Below is C8H27O6Ti2 as an isolated structure, with properties calculated with ωB97M-V/def2-TZVPD.

```
! wB97M-V def2-TZVPD RIJCOSX def2/J DEFGRID3
* xyz 1 7
Ti -5.15171 13.26069 22.75371
Ti -6.35125 16.19048 22.23082
O -7.12948 13.84573 21.85450
H -7.11271 13.23128 21.10758
C -10.63295 12.82173 20.20498
O -9.42603 12.17049 20.60920
H -11.11062 12.22610 19.42756
H -11.34089 12.94420 21.02175
H -10.36032 13.75011 19.69288
H -8.93035 12.76841 21.17389
C -5.50521 10.87089 20.61421
O -4.47124 11.82964 20.95820
H -5.37170 10.54790 19.58570
H -5.40318 9.97869 21.23891
H -6.49967 11.25579 20.83557
H -3.82908 11.83874 20.24383
C -10.43038 17.34971 22.99116
C -9.91358 15.93899 22.83846
O -8.92723 15.93278 21.77729
H -11.24918 17.37550 23.71494
H -10.84501 17.75888 22.06995
H -9.67390 18.05586 23.33638
H -10.73856 15.27898 22.56278
H -9.42316 15.57351 23.74524
H -8.50317 15.05402 21.79377
C -5.95795 14.01871 18.02130
C -6.61127 15.33299 18.43028
O -6.36024 15.61144 19.81409
H -5.93121 13.92042 16.93335
H -6.53154 13.17103 18.40650
H -4.91327 13.98001 18.33256
H -7.68613 15.28274 18.25209
H -6.17298 16.13384 17.84047
H -6.69066 14.86457 20.34016
C -7.05966 11.90893 26.26654
C -7.16197 12.82211 25.07708
O -7.15113 12.05455 23.85812
H -6.89203 12.49562 27.17116
H -6.26243 11.17364 26.18624
H -8.00379 11.38581 26.42400
H -6.30941 13.53326 25.08593
H -8.04633 13.46372 25.06843
H -7.26318 12.66609 23.10172
*
```

Properties
Gap between HOMO and LUMO (alpha / beta) ... 0.19905 / 0.33870 Ha
ΔE to the lowest compared entry with this formula, charge and spin ... 0.0000 eV
E ... -67237.4198 eV

---

# 2
Below is C8H28B3MnO4S2 as an isolated structure, with properties calculated with ωB97M-V/def2-TZVPD.

```
! wB97M-V def2-TZVPD RIJCOSX def2/J DEFGRID3
* xyz -1 6
Mn -1.74765 0.73736 0.68651
B -3.87388 1.45368 0.71607
H -4.66552 2.29392 0.62391
H -4.30830 0.42058 0.40631
H -2.99468 1.72809 0.04013
H -3.52104 1.34622 1.81207
B -2.05233 -1.12602 2.02426
H -3.12200 -0.75529 2.24602
H -1.90328 -2.21228 2.40432
H -1.91216 -1.13264 0.89086
H -1.27687 -0.39818 2.43693
B -1.02616 2.69070 1.89632
H -2.08889 3.00259 2.21958
H -0.93051 2.74155 0.72974
H -0.33439 3.55522 2.26068
H -0.71299 1.66542 2.29737
C 3.47152 1.14860 2.15964
C 3.86058 -0.27022 1.70289
C 2.55797 -0.97375 1.30664
S 1.83952 0.26224 0.18553
O 0.41879 0.30981 0.44485
O 2.34098 0.13747 -1.16227
C 2.56610 1.65959 1.02581
H 4.43341 1.65620 2.21540
H 2.97570 1.10829 3.12685
H 4.37423 -0.79667 2.50981
H 4.54299 -0.23179 0.85119
H 1.86569 -1.00330 2.14727
H 2.63999 -1.90797 0.75720
H 1.74434 2.29357 1.36773
H 3.24314 2.19833 0.36270
C 0.29839 -2.48382 -2.38802
C 0.70937 -1.53430 -3.51138
C -0.02446 -0.20731 -3.34147
S -1.65965 -0.65829 -2.65820
O -2.67319 -0.50967 -3.67488
O -1.81719 -0.08056 -1.34978
C -1.25471 -2.44288 -2.33076
H 0.64823 -2.15149 -1.41723
H 0.55830 -3.46314 -2.78727
H 0.51041 -1.92677 -4.50676
H 1.76808 -1.28788 -3.40412
H -0.21874 0.39584 -4.22515
H 0.31125 0.45627 -2.54492
H -1.82073 -2.92293 -3.13371
H -1.73965 -2.78436 -1.41867
*
```

Properties
Gap between HOMO and LUMO (alpha / beta) ... 0.24202 / 0.26151 Ha
ΔE to the lowest compared entry with this formula, charge and spin ... 0.0000 eV
E ... -71956.7552 eV

---

# 3
Below is a 7-piece molecular cluster, C8H28ClO10 overall, with properties calculated with ωB97M-V/def2-TZVPD.

```
! wB97M-V def2-TZVPD RIJCOSX def2/J DEFGRID3
* xyz -1 1
Cl -0.33836 -0.91319 -0.86008
O -0.89031 -1.62676 -1.98933
O 1.02549 -0.52585 -1.10797
O -1.13633 0.28066 -0.64228
O -0.40718 -1.77004 0.30821
C 0.40205 1.28349 3.75159
C 1.23145 0.90311 2.53461
C 1.13922 1.97167 1.45273
O 2.59504 0.74211 2.93990
H -0.57945 1.66105 3.45056
H 0.89194 2.07036 4.33089
H 0.20678 0.41362 4.38246
H 0.88460 -0.05772 2.15647
H 1.64613 2.88966 1.76138
H 0.09914 2.22615 1.24397
H 1.56563 1.60416 0.51983
H 2.80627 1.49859 3.49847
C -2.15896 -1.61277 3.31324
O -1.41819 -2.04987 4.45036
H -3.21908 -1.49935 3.55418
H -1.78878 -0.66108 2.91459
H -2.02736 -2.31152 2.49171
H -1.48982 -1.35791 5.11150
C -2.10206 3.71832 -1.54524
O -0.80649 3.32420 -1.15289
H -2.33905 3.40754 -2.56831
H -2.87991 3.31155 -0.89144
H -2.15498 4.80713 -1.48521
H -0.85758 2.45875 -0.73221
C 1.93690 -2.98026 2.55576
O 2.13926 -2.97257 1.15449
H 0.90275 -3.23909 2.81028
H 2.60451 -3.72436 2.98586
H 2.14731 -1.99666 2.99163
H 1.44147 -2.41837 0.77901
C -1.61249 0.92644 -4.85016
O -2.48514 0.08103 -4.15154
H -1.58492 1.95144 -4.45779
H -0.57555 0.56130 -4.84318
H -1.91352 0.96603 -5.89865
H -2.07173 -0.14866 -3.30998
C 1.84990 -1.96003 -4.15400
O 1.93033 -2.18647 -5.55638
H 1.52827 -2.85493 -3.62639
H 2.82952 -1.69344 -3.74048
H 1.15062 -1.16563 -3.88915
H 1.88265 -1.33188 -5.99101
*
```

Properties
Gap between HOMO and LUMO ... 0.35169 Ha
ΔE to the lowest compared entry with this formula, charge and spin ... 0.1094 eV
E ... -41740.7772 eV